# H10N2Si3

A cluster of 2 separate species, H10N2Si3 in total (wB97M-V/def2-TZVPD, the Open Molecules 2025 dataset).

XYZ file:
```
15
Properties=species:S:1:pos:R:3
N -0.30819 1.17412 2.67302
N -1.24771 0.63493 0.24044
Si 2.11431 0.65940 0.48200
Si -0.80575 -2.27706 -2.97943
Si 0.04440 1.49472 1.00099
H 0.29826 1.56379 3.37629
H -1.25642 1.12911 3.01574
H -1.45752 0.77083 -0.73484
H -2.06619 0.35123 0.75632
H 2.58808 -0.72761 0.62447
H 3.05625 1.46134 1.27590
H 2.34302 0.99741 -0.92787
H -0.75141 -3.47578 -3.79377
H -1.73285 -1.27088 -3.46291
H -0.81829 -2.48556 -1.54636
```

Values from the calculation:
- charge = 0
- calculated total energy (eV) = -26772.415
- LUMO (alpha / beta) (eV) = -0.681 / -0.366



# H10O5

A cluster of 5 separate species, H10O5 in total (wB97M-V/def2-TZVPD, the Open Molecules 2025 dataset).

XYZ file:
```
15
Properties=species:S:1:pos:R:3
O 0.00651 -0.18753 0.46989
H -0.17127 -0.22613 -0.46986
H 0.62573 -0.90047 0.62647
O 1.01212 2.53496 0.28095
H 1.60709 2.17984 0.94136
H 0.35453 1.85045 0.15747
O -2.81005 0.33225 1.42422
H -1.87483 0.18035 1.56034
H -2.96546 0.07367 0.51581
O 1.81784 -2.45204 0.48690
H 2.39779 -2.33235 -0.26514
H 2.39718 -2.73621 1.19390
O -0.94112 0.57585 -1.94391
H -1.24102 0.02659 -2.66821
H -0.21506 1.08071 -2.31022
```

Values from the calculation:
- charge = -1
- calculated total energy (eV) = -10399.450
- LUMO (alpha / beta) (eV) = 3.303 / 3.803
- 2S+1 = 2



# H10O5

A cluster of 5 separate species, H10O5 in total (wB97M-V/def2-TZVPD, the Open Molecules 2025 dataset).

XYZ file:
```
15
Properties=species:S:1:pos:R:3
O -0.17435 0.31190 -2.36865
H -0.01705 -0.48923 -2.96729
H -1.04957 0.29438 -1.99635
O 0.99338 0.52543 0.13432
H 1.57309 -0.14681 -0.10949
H 0.59718 0.60501 -0.71248
O -0.81759 -0.28265 2.32710
H -1.70359 0.14670 2.22427
H -0.35102 -0.02261 1.56344
O 0.95686 -2.70976 -0.79943
H 1.38826 -2.84316 0.05309
H 0.03221 -3.02258 -0.62866
O -0.50016 2.67083 1.43815
H -1.23934 2.62550 0.80624
H 0.31169 2.33705 1.03573
```

Values from the calculation:
- charge = 0
- structure (SMILES) = O.O.O.O.O
- calculated total energy (eV) = -10399.557
- LUMO (eV) = 0.113



# H10O5

A structure of composition H10O5 (wB97M-V/def2-TZVPD, the Open Molecules 2025 dataset).

XYZ file:
```
15
Properties=species:S:1:pos:R:3
O -8.75139 -17.25326 -19.49321
H -8.27637 -16.91411 -18.73453
H -9.34347 -16.54366 -19.74249
O -7.54144 -15.27462 -16.00989
H -6.98871 -15.80110 -15.43236
H -7.00283 -14.51466 -16.23034
O -7.75940 -14.81786 -20.06214
H -8.56990 -14.91833 -20.56139
H -8.03540 -14.85558 -19.14638
O -8.51461 -15.37898 -18.06437
H -8.82051 -14.67933 -17.48718
H -7.82801 -15.81991 -17.56398
O -9.43582 -15.80553 -15.13265
H -9.90023 -15.04333 -15.47848
H -8.52430 -15.66865 -15.39076
```

Values from the calculation:
- charge = 0
- calculated total energy (eV) = -10395.885
- LUMO (eV) = -0.517



# H10O5

A cluster of 5 separate species, H10O5 in total (wB97M-V/def2-TZVPD, the Open Molecules 2025 dataset).

XYZ file:
```
15
Properties=species:S:1:pos:R:3
O 0.30308 2.05034 -1.35458
H 0.69984 1.43225 -0.73045
H 0.06225 2.80954 -0.81179
O -2.28877 -1.83494 -0.75272
H -3.06384 -2.15130 -1.23040
H -2.65412 -1.28157 -0.05322
O 1.91894 -0.82979 -0.62418
H 1.69554 -1.74401 -0.83221
H 1.28743 -0.58421 0.06130
O -3.39049 0.62501 1.03140
H -3.28164 0.66936 1.98805
H -4.14786 1.19442 0.85490
O 4.64354 -0.25172 0.71315
H 4.43146 0.42307 1.36788
H 3.78464 -0.52645 0.37286
```

Values from the calculation:
- charge = 0
- structure (SMILES) = O.O.O.O.O
- calculated total energy (eV) = -10399.640
- LUMO (eV) = 0.237



# H10O5

A cluster of 5 separate species, H10O5 in total (wB97M-V/def2-TZVPD, the Open Molecules 2025 dataset).

XYZ file:
```
15
Properties=species:S:1:pos:R:3
O -24.79105 1.07785 4.77452
H -25.10796 0.18879 4.93409
H -24.00896 1.03695 4.23057
O -25.38001 -0.65307 7.78604
H -25.48721 0.23621 8.13703
H -25.93920 -0.65070 7.02419
O -26.19296 -1.15373 5.03507
H -26.09746 -2.04260 5.25435
H -27.08456 -1.02098 4.76144
O -25.86987 0.37223 2.17875
H -26.00983 0.66562 3.07345
H -25.28577 -0.40687 2.28934
O -25.31973 -3.44373 5.88485
H -24.65940 -3.75665 5.25295
H -24.86767 -3.40018 6.69423
```

Values from the calculation:
- charge = 0
- structure (SMILES) = O.O.O.O.O
- calculated total energy (eV) = -10399.908
- LUMO (eV) = 0.325



# H10O5

A cluster of 5 separate species, H10O5 in total (wB97M-V/def2-TZVPD, the Open Molecules 2025 dataset).

XYZ file:
```
15
Properties=species:S:1:pos:R:3
O -1.53286 1.23797 -1.31521
H -0.81653 0.70827 -1.75964
H -2.38992 0.80466 -1.59005
O 0.22339 -0.50990 -2.20958
H 0.78143 -0.82535 -1.44467
H 0.83669 -0.28464 -2.89265
O 1.59450 -1.56677 -0.02186
H 2.58709 -1.75922 0.09287
H 1.37663 -1.16180 0.85325
O 0.58918 -0.52864 2.16558
H -0.14300 0.02779 1.82871
H 0.22556 -1.07822 2.88524
O -1.16681 1.31264 1.36341
H -1.31639 1.41421 0.37695
H -0.84896 2.20899 1.66764
```

Values from the calculation:
- charge = 0
- structure (SMILES) = O.O.O.O.O
- calculated total energy (eV) = -10400.618
- LUMO (eV) = 0.842



# H10O5

A cluster of 5 separate species, H10O5 in total (wB97M-V/def2-TZVPD, the Open Molecules 2025 dataset).

XYZ file:
```
15
Properties=species:S:1:pos:R:3
O 0.44624 0.23398 -1.34151
H 0.65353 0.33941 -2.27003
H -0.47266 0.49232 -1.26992
O 2.27957 -3.45807 -1.09162
H 1.74413 -2.66487 -1.07236
H 3.18041 -3.13836 -1.14167
O -3.50204 0.59694 -1.56631
H -3.71913 1.35552 -2.10821
H -4.34283 0.30536 -1.21376
O -2.26144 1.46156 2.74230
H -1.75969 0.67770 2.51861
H -1.99423 2.11122 2.09209
O 3.35149 0.74919 2.23494
H 3.65361 0.92222 1.34331
H 2.74301 0.01589 2.14410
```

Values from the calculation:
- charge = 0
- structure (SMILES) = O.O.O.O.O
- calculated total energy (eV) = -10399.515
- LUMO (eV) = 0.228



# H10O5

A structure of composition H10O5 (wB97M-V/def2-TZVPD, the Open Molecules 2025 dataset).

XYZ file:
```
15
Properties=species:S:1:pos:R:3
O 18.44511 -17.55433 -8.39993
H 17.73746 -16.98964 -8.08916
H 19.21611 -17.26274 -7.91334
O 16.27117 -14.58504 -7.16293
H 16.17137 -13.78036 -7.67162
H 15.94665 -14.35962 -6.29109
O 16.81662 -16.01414 -10.22353
H 16.99299 -16.05734 -9.28372
H 16.64450 -16.92089 -10.47734
O 14.46165 -15.22948 -7.89758
H 15.30622 -14.91356 -7.57647
H 14.31457 -16.04697 -7.42186
O 16.98572 -16.19852 -7.80865
H 16.71718 -15.28969 -7.67398
H 16.40125 -16.70725 -7.24668
```

Values from the calculation:
- charge = 0
- calculated total energy (eV) = -10390.938
- LUMO (eV) = -0.766



# H10O5

A cluster of 5 separate species, H10O5 in total (wB97M-V/def2-TZVPD, the Open Molecules 2025 dataset).

XYZ file:
```
15
Properties=species:S:1:pos:R:3
O -16.61672 15.11502 19.20820
H -16.78237 15.80017 19.87152
H -17.49337 14.87371 18.88498
O -13.77800 15.42610 18.81123
H -14.71054 15.28518 19.06768
H -13.30925 14.65271 19.13981
O -15.98148 16.58132 22.26241
H -16.60283 15.86429 22.44784
H -15.13400 16.26172 22.59255
O -19.51086 15.03623 19.64096
H -20.03508 15.60239 20.21775
H -20.14652 14.41392 19.26461
O -18.96385 14.53065 22.65195
H -18.56820 14.42391 21.77509
H -19.70307 15.12974 22.51533
```

Values from the calculation:
- charge = 0
- structure (SMILES) = O.O.O.O.O
- calculated total energy (eV) = -10399.836
- LUMO (eV) = -0.086



# H10O5

A cluster of 5 separate species, H10O5 in total (wB97M-V/def2-TZVPD, the Open Molecules 2025 dataset).

XYZ file:
```
15
Properties=species:S:1:pos:R:3
O -1.33337 -0.47246 2.56609
H -1.04013 -1.08779 3.24495
H -1.46557 0.36620 3.02055
O 1.37420 2.30568 -1.31527
H 1.03578 1.92979 -2.13217
H 1.14027 1.65434 -0.63662
O 1.48571 -2.26443 -0.63266
H 2.31739 -2.40038 -0.16654
H 1.63042 -2.62063 -1.51454
O -2.23568 0.83931 -1.18736
H -1.41490 0.76544 -0.67153
H -2.09499 1.58960 -1.77080
O 0.20770 0.15272 0.22765
H 0.73430 -0.62875 -0.01216
H -0.34114 -0.12865 0.98043
```

Values from the calculation:
- charge = 0
- structure (SMILES) = O.O.O.O.O
- calculated total energy (eV) = -10400.163
- LUMO (eV) = 0.354



# H11LiO6

A structure of composition H11LiO6 (wB97M-V/def2-TZVPD, the Open Molecules 2025 dataset).

XYZ file:
```
18
Properties=species:S:1:pos:R:3
Li -57.31112 -31.37285 -20.34375
O -59.07540 -31.89145 -19.43596
H -59.10993 -30.95698 -19.14725
O -56.12359 -33.56495 -18.68708
H -56.69853 -32.92087 -18.30206
H -55.36557 -33.92564 -18.17068
O -61.43456 -32.01441 -19.06976
H -60.36244 -31.76118 -19.14442
H -61.56272 -32.65074 -19.83173
O -58.78092 -33.29139 -20.81856
H -59.70094 -33.62242 -20.99218
H -58.89158 -32.46490 -20.25007
O -57.95364 -31.95373 -17.06056
H -58.39367 -32.46584 -16.54425
H -58.50842 -31.81511 -17.91223
O -61.00352 -29.51959 -20.53633
H -61.57081 -29.45700 -21.28932
H -60.75497 -30.49111 -20.53354
```

Values from the calculation:
- charge = 0
- calculated total energy (eV) = -12665.215
- LUMO (eV) = -1.245



Energy relative to the best compared isomer or geometry (same formula, charge and spin): 39.26; 5.91; 29.81; 114.48; 27.90; 21.72; 5.34; 30.77; 228.57; 23.37; 15.84; 93.50 (kcal per mole)